{
  "formula": "C21H46N2O8P",
  "method": "ωB97M-V with the def2-TZVPD basis set",
  "lumo_energy_ev": -4.3221,
  "gap_ev": 6.99,
  "energy_ev": -51162.096,
  "charge": 1,
  "max_force_ev_per_a": 6.647,
  "symbols": ["C", "O", "C", "N", "N", "C", "C", "C", "P", "O", "O", "O", "H", "H", "H", "H", "H", "H", "H", "H", "H", "H", "H", "H", "H", "H", "C", "C", "C", "O", "C", "H", "H", "H", "H", "H", "H", "H", "H", "C", "C", "C", "O", "C", "H", "H", "H", "H", "H", "H", "H", "H", "C", "C", "C", "O", "C", "H", "H", "H", "H", "H", "H", "H", "H", "C", "C", "C", "O", "C", "H", "H", "H", "H", "H", "H", "H", "H"],
  "coordinates": [[1.892, 1.194, -0.161], [0.744, 0.314, -0.355], [0.329, -0.064, 0.933], [-1.179, 0.131, 1.178], [-1.556, 1.430, 1.583], [-1.991, 2.260, 0.642], [-3.477, 2.772, 0.776], [-1.195, 2.882, -0.539], [-2.201, -0.632, -0.063], [-1.992, -0.155, -1.468], [-1.733, -2.245, -0.028], [-3.821, -0.679, 0.396], [2.251, 1.643, -1.115], [2.738, 0.629, 0.308], [1.649, 2.048, 0.534], [0.861, 0.439, 1.777], [0.503, -1.177, 1.020], [-1.327, -0.459, 2.022], [-4.191, 1.955, 1.018], [-3.459, 3.469, 1.668], [-3.754, 3.404, -0.099], [-0.154, 3.108, -0.209], [-1.680, 3.889, -0.761], [-1.225, 2.302, -1.492], [-1.145, -2.422, -0.783], [-3.783, -0.489, 1.358], [2.060, -3.410, 4.430], [1.224, -2.573, 5.380], [1.623, -1.161, 4.990], [1.951, -1.195, 3.591], [2.047, -2.566, 3.170], [1.671, -4.416, 4.272], [3.081, -3.495, 4.812], [0.160, -2.732, 5.176], [1.405, -2.790, 6.432], [2.513, -0.835, 5.536], [0.825, -0.436, 5.162], [1.169, -2.792, 2.551], [2.944, -2.701, 2.564], [-3.145, 8.354, -1.397], [-3.505, 8.152, 0.062], [-3.799, 6.664, 0.111], [-2.971, 6.045, -0.886], [-2.404, 7.070, -1.719], [-2.547, 9.246, -1.582], [-4.056, 8.422, -1.998], [-2.642, 8.383, 0.693], [-4.345, 8.761, 0.397], [-4.844, 6.456, -0.143], [-3.585, 6.225, 1.088], [-1.340, 7.153, -1.474], [-2.498, 6.783, -2.768], [2.753, -1.608, -3.244], [3.136, -1.208, -4.656], [3.969, 0.038, -4.414], [4.600, -0.130, -3.137], [4.004, -1.246, -2.466], [2.478, -2.659, -3.143], [1.909, -1.000, -2.902], [3.754, -1.989, -5.108], [2.283, -1.029, -5.310], [3.340, 0.933, -4.365], [4.730, 0.190, -5.181], [4.727, -2.068, -2.473], [3.792, -0.979, -1.428], [-0.217, -7.052, -0.945], [-0.794, -5.689, -0.613], [0.372, -5.020, 0.093], [1.567, -5.566, -0.471], [1.227, -6.710, -1.268], [-0.727, -7.558, -1.764], [-0.260, -7.698, -0.064], [-1.032, -5.152, -1.537], [-1.696, -5.730, -0.001], [0.371, -5.246, 1.165], [0.372, -3.933, -0.032], [1.343, -6.434, -2.321], [1.913, -7.528, -1.045]],
  "mulliken_charge": [-0.923, -0.209, 0.060, 0.439, -0.954, 0.768, -0.959, -0.579, 0.786, -0.561, -0.404, -0.486, 0.278, 0.339, 0.465, 0.611, -0.459, 0.649, 0.266, 0.298, 0.307, 0.181, 0.117, 0.265, 0.273, 0.381, -0.576, -0.536, -0.458, -0.353, 0.009, 0.323, 0.294, 0.235, 0.363, 0.267, 0.268, -0.129, 0.304, -0.586, -0.600, -0.361, -0.300, -0.513, 0.336, 0.265, 0.276, 0.352, 0.292, 0.225, 0.301, 0.308, 0.059, -0.632, -0.418, -0.416, -0.311, 0.340, -0.145, 0.289, 0.344, 0.236, 0.296, 0.325, 0.053, -0.619, -0.538, 0.656, -0.400, -0.453, 0.358, 0.269, 0.334, 0.399, 0.059, -0.600, 0.259, 0.300]
}